A | ORCA calculation (ωB97M-V with the def2-TZVPD basis set) on a 3-piece molecular cluster, CH2ClNO2S overall.

Last columns: bonded neighbours and bond lengths (Å).
Atoms and positions in Å:
1 C -1.968 -2.297 -0.149  N2 1.148, H7 1.081
2 N -1.923 -1.368 -0.822  C1 1.148
3 O -2.198 1.173 0.859  S5 1.453
4 O 0.144 0.355 0.535  S5 1.460
5 S -1.128 0.779 -0.041  O3 1.453, O4 1.460
6 Cl 4.332 2.347 0.152  H8 1.190
7 H -1.813 -3.169 0.471  C1 1.081
8 H 4.553 2.179 -1.005  Cl6 1.190

Frontier orbital gap ... 0.382 Ha
LUMO energy ... -0.5 eV
Total charge ... 0


B | ORCA calculation (ωB97M-V with the def2-TZVPD basis set) on a 3-piece molecular cluster, CH2ClNO2S overall.

Last columns: bonded neighbours and bond lengths (Å).
Atoms and positions in Å:
1 C 0.537 -1.667 0.240  N2 1.156, H7 1.063
2 N -0.133 -1.151 -0.549  C1 1.156
3 O -2.926 -1.991 -0.536  S5 1.417
4 O -2.725 -0.089 0.876  S5 1.445
5 S -2.596 -0.616 -0.463  O3 1.417, O4 1.445
6 Cl -2.604 2.638 -0.398  H8 1.315
7 H 1.264 -2.393 0.511  C1 1.063
8 H -3.106 1.786 0.469  Cl6 1.315

Frontier orbital gap ... 0.386 Ha
LUMO energy ... -0.7 eV
Total charge ... 0


Result of the stability comparison: B is the most stable of them.


A | ORCA calculation (ωB97M-V with the def2-TZVPD basis set) on C4H8ClN in the gas phase.

Last columns: bonded neighbours and bond lengths (Å).
Atoms and positions in Å:
1 Cl 2.105 -0.780 -1.957  C2 1.764
2 C 1.308 0.368 -0.881  Cl1 1.764, C3 1.447, H7 1.169, H8 1.120
3 C -0.105 0.164 -0.644  C2 1.447, C4 1.571, N6 1.544, H9 1.202
4 C -0.805 -1.005 0.137  C3 1.571, C5 1.553, H10 1.246, H11 1.236
5 C -0.570 -0.279 1.490  C4 1.553, N6 1.554, H12 1.130, H13 1.246
6 N -0.718 0.942 0.540  C3 1.544, C5 1.554, H14 1.125
7 H 1.241 1.401 -1.424  C2 1.169
8 H 1.750 0.513 0.138  C2 1.120
9 H -0.674 0.601 -1.609  C3 1.202
10 H -0.259 -2.039 -0.292  C4 1.246
11 H -1.947 -1.301 -0.233  C4 1.236
12 H -1.300 -0.158 2.344  C5 1.130
13 H 0.645 -0.479 1.676  C5 1.246
14 H -0.670 2.053 0.714  N6 1.125

Frontier orbital gap ... 0.358 Ha
SMILES ... ClC[C@H]1CCN1
LUMO energy ... 1.0 eV
Total charge ... 0


B | ORCA calculation (ωB97M-V with the def2-TZVPD basis set) on C4H8ClN in the gas phase.

Last columns: bonded neighbours and bond lengths (Å).
Atoms and positions in Å:
1 N 1.153 1.832 -0.220  C2 1.455, H7 1.002, H8 1.038
2 C 1.137 0.400 0.043  N1 1.455, C3 1.583, H9 1.122, H10 1.141
3 C -0.120 -0.449 -0.411  C2 1.583, Cl4 1.842, C5 1.468, C6 1.429
4 Cl -0.272 -0.736 -2.224  C3 1.842
5 C -1.399 -0.234 0.276  C3 1.468, C6 1.520, H11 1.077, H12 1.047
6 C -0.593 -1.515 0.413  C3 1.429, C5 1.520, H13 1.086, H14 1.101
7 H 0.488 2.319 0.349  N1 1.002
8 H 0.932 2.124 -1.192  N1 1.038
9 H 2.117 -0.078 -0.217  C2 1.122
10 H 1.057 0.345 1.179  C2 1.141
11 H -2.333 -0.351 -0.247  C5 1.077
12 H -1.222 0.526 0.974  C5 1.047
13 H -0.917 -2.441 -0.053  C6 1.086
14 H -0.027 -1.741 1.330  C6 1.101

Frontier orbital gap ... 0.387 Ha
SMILES ... NCC1(Cl)CC1
LUMO energy ... 0.9 eV
Total charge ... 0


C | ORCA calculation (ωB97M-V with the def2-TZVPD basis set) on C4H8ClN in the gas phase.

Last columns: bonded neighbours and bond lengths (Å).
Atoms and positions in Å:
1 C 1.174 0.886 0.546  C2 1.515, H7 1.085, H8 1.025, H9 1.113
2 C 0.063 0.008 0.006  C1 1.515, C3 1.474, C4 1.472, N5 1.546
3 C -0.090 -1.348 0.563  C2 1.474, H10 1.118, H11 1.042, H12 1.082
4 C -0.379 0.386 -1.347  C2 1.472, N5 1.446, H13 1.033, H14 1.135
5 N -1.122 0.967 -0.250  C2 1.546, C4 1.446, Cl6 1.724
6 Cl -2.628 0.216 0.126  N5 1.724
7 H 0.892 1.848 0.131  C1 1.085
8 H 2.077 0.493 0.265  C1 1.025
9 H 0.952 0.959 1.634  C1 1.113
10 H 0.756 -1.498 1.278  C3 1.118
11 H -0.071 -2.147 -0.105  C3 1.042
12 H -1.058 -1.456 1.035  C3 1.082
13 H 0.251 1.058 -1.814  C4 1.033
14 H -0.817 -0.373 -2.067  C4 1.135

Frontier orbital gap ... 0.381 Ha
SMILES ... CC1(C)CN1Cl
LUMO energy ... 1.0 eV
Total charge ... 0


Result of the stability comparison: B is the most stable of them.


A | ORCA calculation (ωB97M-V with the def2-TZVPD basis set) on a 2-piece molecular cluster, C4H8ClN overall.

Last columns: bonded neighbours and bond lengths (Å).
Atoms and positions in Å:
1 C -0.164 -1.469 0.084  N2 1.302, H6 1.237, H7 1.088
2 N -0.615 -0.433 0.731  C1 1.302, C3 1.286
3 C -1.628 0.285 0.397  N2 1.286, C4 1.374, Cl5 1.931
4 C -1.672 1.641 0.615  C3 1.374, H8 1.061, H9 1.059
5 Cl -3.198 -0.464 -0.440  C3 1.931
6 H 0.785 -2.052 0.621  C1 1.237
7 H -0.562 -1.825 -0.864  C1 1.088
8 H -2.581 2.132 0.371  C4 1.061
9 H -0.867 2.103 1.126  C4 1.059
10 C 2.157 -0.069 -0.633  H11 1.103, H12 1.073, H13 1.068, H14 1.144
11 H 2.165 0.441 0.346  C10 1.103
12 H 1.678 -0.984 -0.341  C10 1.073
13 H 3.173 0.185 -0.842  C10 1.068
14 H 1.329 0.508 -1.172  C10 1.144

Frontier orbital gap ... 0.320 Ha
SMILES ... C=NC(=C)Cl.C
LUMO energy ... -0.4 eV
Total charge ... 0


B | ORCA calculation (ωB97M-V with the def2-TZVPD basis set) on a 2-piece molecular cluster, C4H8ClN overall.

Last columns: bonded neighbours and bond lengths (Å).
Atoms and positions in Å:
1 C 0.699 -1.987 0.087  C2 1.335, H7 1.121, H8 1.098
2 C 0.812 -0.669 0.265  C1 1.335, C4 1.483, H9 1.090
3 C -1.354 1.125 -0.069  N5 1.275, Cl6 1.730
4 C 1.583 0.002 -0.809  C2 1.483, H10 1.051, H11 1.058, H12 1.178
5 N -1.853 1.942 0.773  C3 1.275, H13 0.972, H14 1.092
6 Cl -2.498 -0.081 -0.549  C3 1.730
7 H 1.142 -2.564 -0.767  C1 1.121
8 H 0.095 -2.629 0.742  C1 1.098
9 H 0.328 -0.311 1.174  C2 1.090
10 H 2.620 -0.106 -0.670  C4 1.051
11 H 1.385 1.026 -0.632  C4 1.058
12 H 1.189 -0.281 -1.882  C4 1.178
13 H -1.245 2.504 1.282  N5 0.972
14 H -2.904 2.028 1.054  N5 1.092

Frontier orbital gap ... 0.349 Ha
LUMO energy ... 0.8 eV
Total charge ... 0


Result of the stability comparison: A is the most stable of them.